Entry 1:
Below is a cluster of 2 separate species, CH6N2S2 in total, with properties calculated with ωB97M-V with the def2-TZVPD basis set.

Last column: Löwdin charge in e.
Cartesian coordinates (Å):
H: 1.79 -1.48 2.54  0.032
N: 1.78 -0.47 2.37  0.043
C: 1.05 -0.29 1.34  -0.392
N: 0.28 0.85 1.14  0.062
H: 1.01 -1.01 0.52  0.097
H: -0.17 1.14 1.99  0.088
H: -0.42 0.66 0.43  0.027
S: -0.38 -0.07 -2.39  0.222
S: -2.40 0.39 -2.81  0.238
H: 0.07 -0.08 -3.65  -0.202
H: -2.61 0.37 -1.48  -0.217

Summary:
SMILES string ... [H]/N=C/N.SS
Electronic energy ... -25783.9245 eV
ΔE to the lowest compared entry with this formula, charge and spin ... 22.70 kcal/mol
Orbital gap ... 8.836 eV
E_LUMO ... -0.088 eV
2S+1 ... 1

***

Entry 2:
Below is a structure of composition CBrClIO4S, with properties calculated with ωB97M-V with the def2-TZVPD basis set.

Last column: Löwdin charge in e.
Cartesian coordinates (Å):
C: 0.19 0.47 -0.18  -1.341
O: -1.45 -1.44 0.35  -0.418
O: 0.72 -2.06 -0.49  -0.324
O: -0.98 -0.77 -1.87  -0.438
O: 1.37 0.51 1.61  -0.807
S: -0.39 -1.17 -0.59  0.172
Cl: 0.77 1.74 2.44  0.425
Br: 1.24 1.13 -1.48  0.766
I: -1.48 1.60 0.21  0.965

Summary:
Electronic energy ... -110725.1764 eV
ΔE to the lowest compared entry with this formula, charge and spin ... 126.08 kcal/mol
Orbital gap (alpha / beta) ... 8.073 / 8.071 eV
Net charge ... -1
E_LUMO (alpha / beta) ... 2.279 / 2.278 eV
2S+1 ... 1

***

Entry 3:
Below is a cluster of 2 separate species, C7H13N3 in total, with properties calculated with ωB97M-V with the def2-TZVPD basis set.

Last column: Löwdin charge in e.
Cartesian coordinates (Å):
C: -1.81 0.54 -0.95  -0.034
C: -0.12 1.92 -0.69  -0.278
C: 1.03 -2.56 -0.14  0.122
C: 0.05 -2.70 0.69  0.025
C: 0.77 3.03 -0.84  0.035
C: -0.98 -2.90 1.59  -0.001
C: 1.23 0.46 0.78  0.058
N: -1.00 -0.02 -0.15  0.124
N: -1.29 1.78 -1.27  0.208
N: 0.03 0.78 -0.02  -0.101
H: -2.79 0.29 -1.27  0.153
H: 0.66 -2.41 -1.12  0.118
H: 2.23 -2.62 -0.12  0.212
H: 1.83 2.72 -1.05  0.128
H: 0.77 3.69 0.01  0.108
H: 0.62 3.59 -1.87  0.163
H: -1.53 -1.94 1.90  0.152
H: -0.59 -3.22 2.51  0.128
H: -1.71 -3.70 1.18  0.182
H: 1.50 1.32 1.39  0.118
H: 0.72 -0.46 1.23  0.080
H: 2.03 -0.02 0.17  0.110
H: -1.64 2.43 -1.95  0.191

Summary:
Electronic energy ... -11919.4706 eV
ΔE to the lowest compared entry with this formula, charge and spin ... 90.35 kcal/mol
Orbital gap ... 8.854 eV
Net charge ... +2
E_LUMO ... -9.588 eV
2S+1 ... 1